No. 1
ORCA calculation (ωB97M-V with the def2-TZVPD basis set) on a molecular structure, C37H55IrP2Se2SiTe2.

XYZ file:
```
100
Properties=species:S:1:pos:R:3:forces:R:3
Ir -1.222 -0.737 -0.426 -0.07 -0.12 0.21
C -3.015 -1.395 2.703 -0.26 -0.03 0.09
Si -1.411 -1.004 1.871 0.20 0.13 -0.50
C -0.801 0.685 2.452 0.14 0.15 0.13
C -0.237 0.850 3.721 -0.03 0.02 -0.05
C 0.167 2.100 4.169 0.00 0.00 -0.01
C -0.026 3.216 3.363 0.00 -0.01 0.01
C -0.596 3.077 2.106 0.02 -0.07 0.01
C -0.947 1.814 1.624 -0.04 0.10 0.11
P -1.745 1.538 -0.003 0.31 -0.23 -0.02
C -3.359 2.432 0.195 -0.17 -0.20 -0.01
C -4.301 2.319 -1.012 0.04 -0.05 0.09
C -4.827 0.897 -1.196 -0.02 0.04 0.12
C -5.309 0.277 0.137 0.02 0.08 -0.09
C -5.427 1.326 1.244 0.03 -0.01 -0.02
C -4.097 2.044 1.503 -0.06 -0.03 -0.14
C -0.967 2.460 -1.424 0.01 0.11 -0.05
C -0.535 1.476 -2.526 -0.11 0.08 -0.03
C 0.016 2.190 -3.760 -0.02 0.04 0.07
C 1.162 3.125 -3.382 -0.01 -0.03 0.03
C 0.698 4.130 -2.334 -0.06 -0.04 -0.02
C 0.161 3.439 -1.079 0.04 -0.09 -0.04
C -0.245 -2.410 2.297 0.02 -0.16 0.13
C -0.436 -3.244 3.400 0.07 -0.03 -0.01
C 0.361 -4.368 3.590 -0.02 0.06 -0.01
C 1.358 -4.675 2.674 -0.01 0.04 -0.05
C 1.566 -3.855 1.572 0.02 -0.07 0.05
C 0.767 -2.733 1.388 0.09 -0.07 0.01
P 0.948 -1.575 0.008 -0.22 0.03 0.11
C 1.719 -2.416 -1.427 0.05 0.11 -0.13
C 1.342 -1.679 -2.726 0.11 -0.07 0.03
C 1.695 -2.529 -3.955 0.02 -0.03 0.04
C 3.009 -3.311 -3.767 -0.05 0.03 0.04
C 3.900 -2.623 -2.739 -0.04 -0.01 0.01
C 3.248 -2.661 -1.349 -0.04 -0.02 -0.09
C 2.089 -0.300 0.699 0.03 0.08 -0.02
C 2.707 0.670 -0.316 0.06 -0.03 0.09
C 3.270 1.890 0.432 0.03 -0.07 0.06
C 3.935 1.500 1.769 -0.04 -0.03 -0.05
C 4.378 0.041 1.754 -0.01 0.00 -0.01
C 3.165 -0.892 1.645 0.00 0.07 0.00
H -2.892 -1.279 3.788 -0.01 0.00 -0.10
H -3.298 -2.428 2.494 -0.04 0.02 0.04
H -3.830 -0.746 2.388 -0.01 -0.02 0.07
H -0.106 -0.014 4.369 -0.01 0.07 -0.06
H 0.614 2.210 5.150 -0.02 -0.01 -0.05
H 0.260 4.199 3.717 -0.01 -0.03 -0.01
H -0.767 3.964 1.513 0.00 0.02 -0.02
H -3.007 3.465 0.269 0.02 0.09 0.02
H -3.829 2.666 -1.931 0.07 0.01 -0.05
H -5.130 3.008 -0.833 0.01 0.00 0.01
H -4.035 0.276 -1.620 -0.03 0.00 -0.03
H -5.629 0.905 -1.935 -0.02 0.03 0.03
H -4.612 -0.508 0.449 0.02 0.05 -0.03
H -6.274 -0.211 -0.003 0.02 -0.03 0.00
H -5.763 0.860 2.173 -0.01 0.00 -0.01
H -6.199 2.051 0.975 0.02 0.00 0.00
H -3.464 1.411 2.121 0.06 -0.06 0.07
H -4.270 2.942 2.097 -0.02 0.03 -0.01
H -1.793 3.044 -1.837 -0.07 0.11 0.02
H -1.381 0.840 -2.814 0.03 0.01 0.03
H 0.243 0.818 -2.129 0.04 -0.05 0.02
H -0.785 2.771 -4.230 0.01 -0.02 0.01
H 0.341 1.450 -4.494 0.00 0.00 0.00
H 1.538 3.644 -4.266 -0.01 -0.01 0.01
H 1.997 2.536 -2.981 -0.02 0.02 -0.02
H -0.096 4.751 -2.764 0.03 0.01 0.01
H 1.509 4.805 -2.057 0.01 -0.01 0.01
H -0.189 4.199 -0.382 0.00 0.00 0.00
H 0.974 2.897 -0.584 -0.10 0.06 -0.02
H -1.230 -3.034 4.110 0.04 -0.01 -0.03
H 0.195 -5.012 4.446 0.01 0.02 -0.03
H 1.970 -5.557 2.811 -0.01 0.02 0.00
H 2.340 -4.109 0.858 -0.04 0.01 0.03
H 1.199 -3.378 -1.442 0.08 -0.04 -0.04
H 1.868 -0.720 -2.760 0.01 -0.02 -0.02
H 0.273 -1.454 -2.738 -0.03 -0.01 -0.02
H 1.768 -1.874 -4.824 0.00 0.01 0.00
H 0.874 -3.222 -4.157 0.01 0.00 0.00
H 3.527 -3.413 -4.721 -0.01 -0.01 0.00
H 2.798 -4.329 -3.421 -0.01 0.03 -0.01
H 4.083 -1.587 -3.044 -0.01 -0.01 0.01
H 4.876 -3.105 -2.684 0.02 0.01 0.00
H 3.737 -1.938 -0.702 0.03 0.04 -0.01
H 3.431 -3.643 -0.907 -0.02 0.00 0.00
H 1.408 0.297 1.311 -0.01 0.03 0.06
H 1.974 0.999 -1.052 -0.05 -0.01 -0.02
H 3.502 0.176 -0.879 0.00 -0.02 -0.01
H 2.458 2.594 0.630 0.06 0.00 0.04
H 3.984 2.406 -0.212 0.00 -0.01 -0.01
H 3.228 1.643 2.594 0.00 -0.01 -0.02
H 4.781 2.156 1.972 -0.01 0.01 0.00
H 4.937 -0.202 2.658 0.02 -0.01 0.00
H 5.061 -0.126 0.915 -0.02 0.01 0.01
H 2.718 -1.033 2.632 -0.01 0.01 0.00
H 3.491 -1.882 1.323 -0.01 0.00 0.01
Se -2.859 -2.197 -1.481 0.02 0.01 -0.03
Te -4.735 -3.876 0.166 -0.04 -0.04 0.06
Te -2.843 -5.700 0.138 -0.10 0.07 0.04
Se -1.095 -4.495 -1.079 0.08 -0.04 -0.07
```
Forces are in eV/Å.

Results
HOMO-LUMO gap (alpha / beta) ... 6.9 / 5.5 eV
HOMO (alpha / beta) ... -9.54 / -10.25 eV
Net charge ... +1
Molecular weight ... 1195.22 u
Multiplicity ... 6
F_max ... 0.01079 hartree/bohr

Löwdin atomic charge list, values in e, 5 entries:
1 Ir 0.412
2 C -0.184
3 Si 0.446
4 C -0.310
5 C -0.076


No. 2
ORCA calculation (ωB97M-V with the def2-TZVPD basis set) on 2 unconnected molecules or ions with the total composition CH4BrClOSi.

XYZ file:
```
9
Properties=species:S:1:pos:R:3:forces:R:3
C 1.550 0.488 0.614 -0.45 -0.78 2.53
O -0.509 -0.454 0.650 4.24 0.82 1.56
Si -1.500 -0.456 -0.592 -1.66 1.77 2.05
Cl 1.655 1.767 -0.441 -0.28 0.47 -1.09
Br 2.677 -1.027 0.325 -0.67 0.61 0.00
H 1.689 0.922 1.680 -0.91 -1.42 -1.70
H -1.303 -1.235 -1.705 0.44 -1.43 -1.96
H -1.747 0.956 -0.946 -0.23 0.05 -0.47
H -2.512 -0.962 0.416 -0.49 -0.07 -0.93
```
Forces are in eV/Å.

Results
HOMO-LUMO gap (alpha / beta) ... 7.7 / 8.8 eV
HOMO (alpha / beta) ... -9.19 / -10.10 eV
Energy relative to the best compared isomer or geometry (same formula, charge and spin) ... 90.6 kcal per mole
Molecular weight ... 175.49 u
F_max ... 0.08924 hartree/bohr

Löwdin atomic charge list, values in e, 5 entries:
1 C -1.084
2 O -0.474
3 Si 0.422
4 Cl 0.629
5 Br 0.650


No. 3
ORCA calculation (ωB97M-V with the def2-TZVPD basis set) on a molecular structure, C46H47KNOPTe.

XYZ file:
```
98
Properties=species:S:1:pos:R:3:forces:R:3
K -0.102 -2.147 0.614 0.20 0.13 -0.12
C 6.418 -3.789 -1.073 -1.92 0.22 2.54
C 5.678 -4.881 -0.239 -0.18 2.33 0.00
C 5.927 -6.180 -0.533 1.65 -1.61 -2.54
C 5.319 -7.254 0.077 0.92 0.54 -0.35
C 4.567 -7.004 1.168 -2.22 -1.90 0.91
C 4.275 -5.715 1.516 -0.94 2.08 1.41
C 4.744 -4.588 0.774 0.00 -1.36 0.97
P 4.327 -2.909 1.427 -0.07 -0.87 -0.59
C 3.342 -2.110 0.045 0.52 1.88 1.64
C 2.627 -2.586 -1.038 1.04 -0.96 0.79
C 1.887 -1.784 -1.860 0.34 -0.07 -0.42
C 1.963 -0.419 -1.691 -1.20 0.92 -0.58
C 2.694 0.145 -0.646 -0.55 -1.44 -0.65
C 3.317 -0.689 0.291 -1.33 -0.60 -1.44
C 3.660 -0.096 1.582 0.85 0.21 1.42
C 3.117 -3.193 2.744 -0.97 -1.18 -1.33
C 3.503 -2.799 4.003 2.15 1.21 -0.46
C 2.693 -2.704 5.077 -1.40 -0.60 0.50
C 1.357 -3.109 4.843 -0.76 -0.49 1.26
C 0.889 -3.660 3.663 1.02 1.21 1.31
C 1.796 -3.852 2.564 -0.04 0.27 -0.48
C 1.403 -4.569 1.455 -0.72 -0.08 0.11
H 7.438 -3.710 -0.746 0.53 0.03 -0.05
H 5.909 -2.816 -0.916 0.43 -0.44 -0.08
H 6.315 -4.034 -2.081 0.21 -0.38 -1.77
H 6.625 -6.376 -1.399 -0.74 0.15 0.95
H 5.432 -8.258 -0.230 0.42 -0.84 -0.57
H 4.003 -7.907 1.570 0.82 1.48 0.13
H 3.606 -5.503 2.410 0.96 -0.40 -1.39
H 2.632 -3.638 -1.228 -0.01 -0.59 -0.04
H 1.334 -2.338 -2.596 -0.51 0.57 -0.42
H 1.285 0.248 -2.268 0.77 -0.51 0.23
H 2.612 1.207 -0.605 0.28 0.55 0.70
H 4.663 -0.375 1.904 0.05 -0.16 0.21
H 2.970 -0.390 2.395 0.28 -0.06 -0.40
H 3.660 0.974 1.538 -0.17 0.76 -0.18
H 4.543 -2.445 4.112 -0.39 -0.11 -0.13
H 3.058 -2.377 6.037 -0.13 0.02 0.11
H 0.688 -3.104 5.734 0.21 0.24 -0.85
H -0.160 -3.889 3.610 -0.24 -0.45 -0.22
H 0.408 -5.102 1.424 1.25 0.62 0.02
H 2.140 -4.735 0.688 -0.33 -0.26 -0.30
C -6.021 7.000 1.778 -1.48 -1.43 -0.46
C -5.380 5.835 1.083 2.03 -0.62 -0.25
C -4.229 5.970 0.275 -0.65 -0.23 0.30
C -3.568 4.900 -0.312 0.37 -1.60 0.57
C -2.375 5.122 -1.173 -0.14 2.47 -1.07
C -3.941 3.560 -0.005 -0.41 0.26 -0.59
Te -3.056 1.660 -0.714 0.49 1.38 0.42
N -1.268 -2.646 -1.913 -0.05 0.58 -0.21
C -1.788 -1.459 -1.836 0.59 -0.77 1.59
O -1.308 -0.465 -1.183 0.30 0.27 0.02
C -3.138 -1.318 -2.389 -0.33 -0.83 -1.57
C -3.207 -1.236 -3.772 -1.01 0.79 -0.47
C -4.446 -1.082 -4.402 0.29 -0.11 1.32
C -5.591 -1.139 -3.631 1.72 -0.48 1.32
C -5.525 -1.381 -2.251 -0.56 1.33 -0.10
C -4.290 -1.402 -1.618 -0.15 -0.34 -1.69
C -1.050 2.475 -0.712 -1.11 -0.45 -2.11
C -0.440 2.741 -1.968 -0.12 -0.89 0.56
C -1.044 2.281 -3.243 -0.06 -0.65 -0.92
C 0.813 3.302 -2.005 -0.54 0.02 0.38
C 1.518 3.525 -0.838 0.59 0.02 -0.09
C 2.956 3.948 -0.936 -0.40 1.85 0.39
C 0.891 3.250 0.344 2.70 0.64 1.84
C -0.389 2.777 0.426 -0.66 -0.09 2.17
C -0.985 2.585 1.808 0.46 0.57 0.65
C -5.116 3.429 0.713 -1.71 0.03 0.11
C -5.743 2.084 1.044 -0.02 0.75 -0.40
C -5.810 4.533 1.238 -0.23 -0.08 0.32
H -5.386 7.741 2.211 0.70 0.50 -0.15
H -6.613 6.576 2.608 -0.06 0.39 -0.36
H -6.694 7.394 1.004 -0.05 0.59 0.63
H -3.821 6.947 0.126 0.19 0.61 -0.23
H -2.571 6.126 -1.700 0.57 -1.41 0.42
H -2.159 4.346 -1.909 -0.51 0.26 0.11
H -1.459 5.255 -0.599 0.09 -0.03 0.15
H -2.321 -1.123 -4.373 0.36 -0.23 0.07
H -4.514 -0.828 -5.426 0.02 0.02 -1.00
H -6.512 -0.912 -4.027 -1.99 0.24 -1.07
H -6.490 -1.252 -1.723 0.80 -0.58 0.04
H -4.140 -1.537 -0.597 -0.19 -0.10 1.76
H -1.782 1.510 -3.099 -0.14 -0.41 0.26
H -0.314 1.852 -3.943 0.12 0.24 0.30
H -1.582 3.025 -3.798 -0.22 0.86 -0.23
H 1.236 3.574 -2.939 0.46 -0.02 -0.84
H 3.565 3.229 -1.419 0.61 -1.05 -0.27
H 3.412 4.248 0.030 -0.34 -0.31 -0.50
H 3.004 4.821 -1.613 0.06 -0.13 0.37
H 1.537 3.366 1.282 -1.20 -0.09 -1.15
H -0.265 2.070 2.467 -0.29 -0.22 -0.39
H -1.920 2.023 1.719 0.20 0.23 0.43
H -1.121 3.557 2.368 -0.27 -0.76 -0.90
H -6.576 2.195 1.754 -0.11 -0.14 -0.77
H -4.962 1.714 1.623 1.32 -1.68 1.20
H -5.893 1.382 0.199 -0.28 0.58 0.46
H -6.691 4.315 1.853 0.21 0.19 -0.24
```
Forces are in eV/Å.

Results
HOMO-LUMO gap (alpha / beta) ... 5.3 / 5.3 eV
HOMO (alpha / beta) ... -3.23 / -3.23 eV
Net charge ... -1
Energy relative to the best compared isomer or geometry (same formula, charge and spin) ... 19.2 kcal per mole
Molecular weight ... 827.56 u
Multiplicity ... 2
F_max ... 0.06674 hartree/bohr

Löwdin atomic charge list, values in e, 5 entries:
1 K 0.779
2 C -0.036
3 C -0.279
4 C -0.099
5 C -0.123


No. 4
ORCA calculation (ωB97M-V with the def2-TZVPD basis set) on a single C2H3N5O molecule.

XYZ file:
```
11
Properties=species:S:1:pos:R:3:forces:R:3
H -1.723 1.682 0.009 1.02 0.95 -1.04
N -0.726 1.640 -0.341 -1.16 1.31 2.35
C -0.460 0.448 -0.010 -4.51 0.42 -2.29
N -1.494 -0.583 -0.092 -2.44 -1.32 3.13
N -0.804 -1.791 -0.152 -5.59 -0.51 1.00
N 0.354 -1.614 -0.205 5.67 0.46 -1.04
N 0.626 -0.230 -0.220 4.01 -2.01 0.32
C 1.987 0.252 0.007 -5.24 3.23 2.24
O 2.900 -0.421 -0.155 3.26 -1.43 -0.62
H -2.435 -0.700 0.609 3.66 0.76 -2.61
H 1.776 1.318 0.551 1.33 -1.84 -1.46
```
Forces are in eV/Å.

Results
HOMO-LUMO gap ... 10.0 eV
HOMO ... -9.58 eV
Energy relative to the best compared isomer or geometry (same formula, charge and spin) ... 95.0 kcal per mole
Molecular weight ... 113.08 u
F_max ... 0.12740 hartree/bohr
SMILES string ... [H]/N=c1\[nH]nnn1C=O

Löwdin atomic charge list, values in e, 5 entries:
1 H 0.067
2 N 0.124
3 C -0.539
4 N 0.044
5 N -0.031


No. 5
ORCA calculation (ωB97M-V with the def2-TZVPD basis set) on a single C14H12N4S molecule.

XYZ file:
```
31
Properties=species:S:1:pos:R:3:forces:R:3
S -2.174 -1.977 0.022 0.31 1.36 -0.96
C -0.642 -1.058 0.213 0.95 1.02 0.70
N 0.204 -1.558 1.067 0.42 0.00 0.77
C 1.267 -0.677 1.169 -2.28 0.37 -2.96
C 2.508 -1.043 1.808 -0.36 0.23 -0.75
C 3.518 -0.134 1.940 2.93 0.81 1.59
C 4.765 -0.560 2.532 -2.56 0.79 -0.66
C 4.840 -1.931 2.828 2.48 1.69 1.15
N 3.888 -2.794 2.685 -1.79 -0.72 -1.69
C 2.748 -2.358 2.078 0.95 -2.24 0.96
N 1.114 0.346 0.329 -0.15 -0.13 0.26
N -0.139 0.209 -0.236 -0.47 -2.40 0.20
C -0.397 0.658 -1.638 -0.69 0.98 1.74
C -1.815 1.108 -1.829 -0.28 0.50 1.17
C -2.683 0.581 -2.802 -0.41 0.79 -0.95
C -3.984 1.100 -2.916 -0.11 1.42 1.98
C -4.419 2.068 -1.951 -0.65 -0.39 -1.70
C -3.501 2.605 -1.061 0.49 -0.58 0.86
C -2.207 2.149 -0.906 -0.97 -2.91 -3.55
H -1.897 -2.678 1.108 0.17 -0.25 0.33
H 3.378 0.908 1.629 -0.03 -0.44 0.27
H 5.473 0.209 2.890 -0.08 -0.86 -0.69
H 5.811 -2.293 3.229 -0.77 0.05 -0.02
H 2.083 -3.176 1.746 0.03 0.81 0.58
H -0.122 -0.111 -2.262 0.59 -1.79 -1.61
H 0.209 1.507 -1.859 0.85 0.50 0.19
H -2.418 -0.089 -3.657 0.42 0.30 1.28
H -4.664 0.829 -3.713 0.11 -0.31 0.09
H -5.488 2.447 -1.982 1.58 -0.47 0.05
H -3.735 3.298 -0.312 -1.13 1.21 0.64
H -1.521 2.416 -0.150 0.46 0.65 0.70
```
Forces are in eV/Å.

Results
HOMO-LUMO gap ... 9.3 eV
HOMO ... -8.74 eV
Energy relative to the best compared isomer or geometry (same formula, charge and spin) ... 11.5 kcal per mole
Molecular weight ... 268.34 u
F_max ... 0.09115 hartree/bohr
SMILES string ... Sc1nc(-c2cccnc2)nn1Cc1ccccc1

Löwdin atomic charge list, values in e, 5 entries:
1 S 0.798
2 C -0.618
3 N 0.073
4 C -0.292
5 C -0.205